[1]
34
Properties=species:S:1:pos:R:3 method="wB97M-V/def2-TZVPD" homo_energy_ev="-13.93 / -17.98" e_lumo_ev="-7.54 / -11.53" charge=+2 max_force_ev_per_a=9.40 spin_multiplicity=5 e_tot_ha=-2160.05887 s2=6.053
Fe -0.55 2.38 -2.37
C -0.57 2.59 -0.57
O -0.58 2.71 0.61
C -0.74 3.95 -3.08
O -0.60 5.09 -3.30
C -2.17 2.52 -1.53
O -3.27 2.51 -1.11
C 1.11 2.73 -1.84
O 2.19 3.15 -1.52
C -0.45 0.65 -4.24
H 0.50 0.07 -4.21
H -1.39 0.06 -4.24
C -0.45 1.99 -4.49
H -1.39 2.53 -4.72
H 0.50 2.54 -4.70
O -0.20 -0.77 -0.50
C 0.26 -1.45 0.43
C 1.37 -0.89 1.34
C 0.75 -0.43 2.66
C 0.69 -1.51 3.72
C -0.20 -2.70 3.30
C 0.05 -3.45 1.97
N -0.17 -2.72 0.72
H 2.15 -1.63 1.51
H 1.91 -0.06 0.83
H 1.29 0.45 3.05
H -0.25 -0.04 2.42
H 1.70 -1.90 4.00
H 0.21 -1.10 4.62
H -0.17 -3.46 4.08
H -1.27 -2.42 3.28
H 1.02 -3.95 2.01
H -0.65 -4.27 1.91
H -0.64 -3.18 -0.05

[2]
23
Properties=species:S:1:pos:R:3 method="wB97M-V/def2-TZVPD" homo_energy_ev=-8.84 e_lumo_ev=0.46 max_force_ev_per_a=4.34 spin_multiplicity=1 e_tot_ha=-608.74060
C -1.57 3.70 -4.09
C 0.10 2.80 -2.21
C -0.84 3.61 -2.95
C -0.24 4.18 -1.90
C 0.57 1.34 -0.46
C -0.70 -1.71 -0.06
C 0.62 -1.88 0.65
C -1.19 -0.29 0.34
C 0.89 -0.45 1.15
N -2.20 3.53 -5.05
N 0.09 0.38 0.27
O -0.40 1.81 -1.34
O -0.06 5.27 -1.23
H 1.05 2.50 -2.60
H -0.82 -1.62 -1.14
H -1.52 -2.45 0.23
H 0.61 -2.68 1.37
H 1.41 -2.18 -0.10
H -1.88 0.25 -0.37
H -1.48 -0.36 1.44
H 0.51 -0.33 2.19
H 2.00 -0.20 0.99
H 0.54 5.23 -0.56

[3]
33
Properties=species:S:1:pos:R:3 method="wB97M-V/def2-TZVPD" homo_energy_ev=-4.66 e_lumo_ev=2.53 charge=-1 max_force_ev_per_a=1.32 spin_multiplicity=1 e_tot_ha=-2687.90465
N 0.36 -0.93 0.61
C 0.43 0.48 0.96
C -0.65 0.98 1.97
C -2.03 0.27 1.88
Ga -3.53 1.57 1.35
C -5.13 0.43 0.64
O -4.82 -1.01 0.71
N -5.94 -1.71 0.99
O -5.69 -2.79 1.42
H -0.08 -1.06 -0.28
H -0.11 -1.47 1.32
H 0.42 1.13 0.08
H 1.40 0.64 1.44
H -0.82 2.04 1.74
H -0.26 0.98 2.99
H -2.04 -0.62 1.24
H -2.28 -0.10 2.89
H -2.98 2.57 0.19
H -4.03 2.49 2.57
H -5.30 0.67 -0.42
H -6.01 0.60 1.26
C 3.14 -2.11 -0.86
O 3.18 -0.73 -1.21
C 4.09 -0.43 -2.13
O 4.84 -1.19 -2.66
O 4.02 0.88 -2.35
C 4.94 1.35 -3.33
H 2.36 -2.23 -0.11
H 2.89 -2.72 -1.73
H 4.10 -2.43 -0.44
H 4.76 0.88 -4.29
H 5.97 1.16 -3.01
H 4.79 2.42 -3.43

What did the third record say?
33
Properties=species:S:1:pos:R:3 method="wB97M-V/def2-TZVPD" homo_energy_ev=-4.66 e_lumo_ev=2.53 charge=-1 max_force_ev_per_a=1.32 spin_multiplicity=1 e_tot_ha=-2687.90465
N 0.36 -0.93 0.61
C 0.43 0.48 0.96
C -0.65 0.98 1.97
C -2.03 0.27 1.88
Ga -3.53 1.57 1.35
C -5.13 0.43 0.64
O -4.82 -1.01 0.71
N -5.94 -1.71 0.99
O -5.69 -2.79 1.42
H -0.08 -1.06 -0.28
H -0.11 -1.47 1.32
H 0.42 1.13 0.08
H 1.40 0.64 1.44
H -0.82 2.04 1.74
H -0.26 0.98 2.99
H -2.04 -0.62 1.24
H -2.28 -0.10 2.89
H -2.98 2.57 0.19
H -4.03 2.49 2.57
H -5.30 0.67 -0.42
H -6.01 0.60 1.26
C 3.14 -2.11 -0.86
O 3.18 -0.73 -1.21
C 4.09 -0.43 -2.13
O 4.84 -1.19 -2.66
O 4.02 0.88 -2.35
C 4.94 1.35 -3.33
H 2.36 -2.23 -0.11
H 2.89 -2.72 -1.73
H 4.10 -2.43 -0.44
H 4.76 0.88 -4.29
H 5.97 1.16 -3.01
H 4.79 2.42 -3.43